No. 1
This record from the Open Molecules 2025 dataset describes C43H59GeN7SeTi as an isolated structure. The level of theory is ωB97M-V/def2-TZVPD.

Element x y z (Å)
C1 0.734 4.507 -3.226
H1 -1.733 -4.036 -0.903
C2 -2.193 -0.818 -0.866
H2 -0.826 3.351 1.429
H3 -5.434 -1.850 4.379
H4 3.207 -2.276 2.246
H5 6.959 2.344 0.181
C3 -0.456 -2.595 5.320
C4 -2.552 -1.349 2.570
C5 2.347 -2.817 1.878
N1 1.579 -0.750 0.841
C6 3.958 -0.810 0.268
C7 3.097 1.150 1.342
H6 2.312 -0.100 -7.614
H7 4.542 2.675 1.742
H8 -3.812 -0.188 3.877
H9 0.715 4.564 3.317
H10 0.155 6.331 -1.018
C8 2.137 2.977 2.733
H11 1.241 7.568 -1.638
H12 -0.592 -1.789 -6.067
C9 -0.373 1.356 -2.955
Se1 1.096 0.652 -2.002
C10 0.640 6.706 -1.922
C11 0.917 -6.313 2.123
C12 -0.958 -0.694 -4.283
H13 -3.427 0.343 -5.570
H14 1.354 -1.581 -7.602
C13 -1.740 -2.967 -0.787
H15 -1.210 -2.809 4.553
H16 7.608 0.803 0.727
C14 -4.434 -3.609 3.671
H17 7.044 2.006 1.902
C15 -2.665 -2.057 -1.265
N2 -1.154 0.673 -3.809
C16 0.959 3.708 2.712
H18 -0.876 4.392 -1.778
C17 -0.122 3.738 -2.218
H19 -1.848 -2.597 6.989
H20 0.248 -6.819 1.431
C18 1.409 -2.129 1.098
C19 -2.766 3.851 -3.917
H21 -4.514 4.449 -4.976
H22 1.428 3.804 -3.695
H23 -4.925 2.256 -5.997
C20 0.453 -0.560 4.075
C21 -0.943 -3.116 6.670
H24 -2.174 -2.368 2.459
C22 5.476 0.968 0.870
H25 2.228 5.241 -1.851
H26 -2.978 -1.511 4.694
H27 -5.366 -4.169 3.621
H28 -0.130 7.058 -2.611
H29 3.008 3.103 3.354
C23 0.135 -4.190 1.033
H30 2.111 6.118 -3.367
N3 -1.043 -0.969 -0.186
C24 0.860 -0.200 -6.007
H31 -2.592 4.819 -3.467
H32 0.635 -0.069 -8.161
C25 -0.545 -0.743 -5.754
H33 0.875 0.883 -5.845
H34 -1.634 1.176 3.394
H35 0.458 -3.123 5.034
H36 6.044 -0.834 -0.148
C26 -4.070 2.382 -5.348
H37 -3.948 -3.856 4.616
H38 0.510 3.339 -1.425
H39 0.495 -6.401 3.127
H40 -2.620 0.162 -1.022
H41 1.559 -0.650 -5.294
H42 0.542 -0.901 6.180
H43 -1.159 -4.182 6.616
C27 -0.167 -1.097 5.369
C28 -2.152 1.523 -4.271
H44 -0.758 -4.732 0.756
H45 -1.263 -0.190 -6.362
H46 1.874 -6.831 2.132
C29 1.318 -0.505 -7.431
C30 2.212 -4.150 2.188
H47 0.993 0.373 4.253
N4 -0.779 -2.292 -0.126
C31 1.096 -4.871 1.766
Ti1 0.227 0.372 0.430
N5 2.042 1.994 1.823
C32 -4.730 -2.115 3.588
H48 1.152 -1.284 3.660
C33 0.173 3.099 1.750
Ge1 -1.002 -0.101 2.778
C34 2.865 -0.143 0.828
H49 3.789 -1.777 -0.190
H50 -0.174 -1.146 -3.676
C35 1.521 5.647 -2.581
H51 -3.104 -1.095 1.662
C36 -3.836 3.635 -4.762
C37 5.228 -0.275 0.292
C38 -3.490 -1.227 3.772
H52 -1.888 -1.243 -4.133
C39 -3.237 1.306 -5.116
C40 -1.928 2.766 -3.678
H53 -3.801 -3.953 2.849
H54 -0.181 -2.967 7.435
C41 4.382 1.674 1.359
H55 -5.209 -1.880 2.634
C42 0.275 -2.853 0.671
C43 6.850 1.555 0.929
N6 -0.811 2.625 -2.864
H56 -1.081 -0.549 5.622
N7 0.836 2.060 1.201
H57 -3.565 -2.281 -1.810
H58 2.973 -4.641 2.782
H59 0.086 4.910 -4.008

Output
HOMO level (alpha / beta), eV: -15.75 / -15.88
E, eV: -200933.6752
Total charge: +3
2S+1: 2
Frontier orbital gap (alpha / beta), eV: 6.4 / 5.2
Energy relative to the best compared isomer or geometry (same formula, charge and spin), eV: 1.900


No. 2
This record from the Open Molecules 2025 dataset describes C43H61GaN5O2Se3 as an isolated structure. The level of theory is ωB97M-V/def2-TZVPD.

Element x y z (Å)
H1 4.105 -4.047 -3.746
N1 0.988 -3.713 -2.212
H2 -2.011 1.536 -4.621
C1 1.723 -4.149 -6.224
H3 -0.376 -3.952 4.291
H4 -2.701 4.822 2.657
H5 5.893 0.405 -0.440
H6 -1.962 0.795 -3.019
C2 -0.425 -3.844 1.565
H7 4.756 -1.389 -1.843
H8 3.345 -2.662 -0.053
C3 -1.221 -1.768 2.871
C4 -0.775 3.889 -4.006
H9 -0.597 3.686 -5.059
C5 2.946 -3.469 -0.666
Se1 1.057 1.608 1.863
C6 -1.659 4.222 0.111
C7 -0.843 3.561 1.012
C8 3.639 -3.932 -4.714
C9 -0.201 0.392 2.679
C10 -2.891 -0.125 6.579
H10 -1.414 6.905 -0.203
C11 -2.035 -1.202 3.845
C12 -2.500 5.671 2.008
H11 2.668 -4.292 -0.010
H12 3.171 0.482 3.810
C13 2.327 -4.312 -4.953
H13 -2.872 2.284 -3.274
H14 -0.807 -3.283 -3.305
C14 0.526 1.827 -3.715
C15 -0.722 2.568 -3.219
H15 -3.616 -3.046 2.595
H16 3.712 -1.166 4.244
C16 1.755 -2.973 -1.388
N2 0.439 -4.604 -6.128
C17 -1.971 1.743 -3.554
H17 -2.773 -1.833 4.313
C18 -4.073 4.743 0.317
H18 -4.434 1.112 3.734
H19 5.516 2.146 -0.458
H20 0.462 1.696 -4.792
C19 -1.975 0.125 4.262
H21 -0.831 1.932 3.993
C20 4.331 -3.406 -5.784
H22 -3.209 6.456 2.258
C21 1.250 -5.022 -2.779
H23 -3.100 7.355 0.051
H24 4.912 0.140 4.091
C22 -2.839 -3.381 1.914
H25 3.716 -3.821 -1.350
H26 5.583 1.401 1.875
H27 -0.818 3.819 2.060
H28 -3.491 2.491 6.291
C23 -2.654 5.293 0.532
H29 -4.234 3.862 0.936
Se2 3.589 0.824 -1.433
H30 5.360 -3.111 -5.649
C24 -1.357 -4.073 3.837
H31 -3.604 0.270 7.298
H32 0.411 -5.693 -2.566
C25 -1.443 -3.248 2.543
C26 2.437 -3.602 -7.288
H33 -0.475 -0.827 -2.108
H34 3.893 1.773 1.452
N3 0.225 -5.009 -4.959
H35 -0.609 -4.913 1.467
C27 -0.729 2.847 -1.712
N4 1.260 -1.754 -1.287
C28 3.969 -0.254 3.713
C29 5.132 1.152 -0.215
H36 2.178 -5.428 -2.370
C30 -0.054 -2.923 -2.632
C31 -0.998 0.912 3.685
Se3 4.207 -0.706 1.835
H37 1.423 2.404 -3.495
C32 4.741 1.106 1.244
H38 -2.649 6.401 -1.353
C33 -1.549 3.857 -1.229
C34 -2.442 6.564 -0.300
H39 0.591 -3.700 1.925
H40 -4.235 4.460 -0.721
H41 0.631 0.845 -3.268
H42 -2.150 4.392 -1.943
N5 1.337 -4.878 -4.197
H43 -1.507 -5.128 3.618
C35 -0.291 -0.931 2.221
C36 -0.053 2.512 0.570
H44 -4.810 5.495 0.590
Ga1 1.450 -0.224 0.094
H45 -0.013 4.576 -3.649
C37 4.403 -0.596 -2.498
H46 -2.800 2.762 4.700
H47 4.341 -2.836 -7.846
H48 -3.115 -1.177 6.426
C38 -4.382 0.550 4.665
C39 -2.731 2.147 5.594
H49 -2.106 -3.781 4.567
C40 3.743 -3.243 -7.045
H50 1.974 -3.483 -8.253
H51 3.649 -0.976 -3.184
H52 -4.641 -0.484 4.457
H53 -5.118 0.956 5.355
H54 -1.742 4.374 -3.934
H55 -3.040 -4.417 1.650
H56 -1.498 6.045 2.206
H57 -2.893 -2.776 1.011
O1 0.465 -1.341 1.198
C41 0.121 -1.716 -2.046
H58 -1.760 2.297 6.060
C42 -0.014 2.083 -0.764
C43 -2.975 0.670 5.271
H59 5.227 -0.163 -3.061
H60 -0.518 -3.390 0.582
H61 -1.893 -0.045 7.005
O2 0.653 0.979 -1.088

Output
HOMO level, eV: -10.16
E, eV: -305538.6598
Total charge: +1
2S+1: 1
Frontier orbital gap, eV: 7.8
Energy relative to the best compared isomer or geometry (same formula, charge and spin), eV: 0.464


No. 3
This record from the Open Molecules 2025 dataset describes C43H62F2LaN6O5SSbSi4 as an isolated structure. The level of theory is ωB97M-V/def2-TZVPD.

Element x y z (Å)
H1 17.210 7.152 13.660
H2 11.761 10.566 6.976
H3 10.446 10.541 8.216
H4 20.686 13.274 7.158
H5 17.345 17.659 10.018
La1 12.377 12.899 11.072
H6 14.455 8.741 7.625
N1 10.154 11.791 10.378
H7 17.279 15.834 6.752
C1 9.780 17.777 10.216
N2 10.711 15.181 10.258
H8 14.045 17.929 7.208
C2 11.065 16.034 9.291
H9 13.025 7.733 7.348
C3 9.817 15.576 11.187
H10 10.908 9.081 7.360
H11 15.500 14.411 9.541
N3 15.796 10.820 8.862
H12 16.765 12.858 12.823
H13 17.213 10.395 16.246
H14 9.515 9.601 14.039
H15 10.683 8.860 10.568
H16 15.177 13.244 16.623
H17 15.427 17.137 6.409
Si1 15.657 11.745 14.753
C4 19.114 13.056 8.631
C5 16.877 17.819 9.035
H18 14.021 16.167 6.899
C6 11.323 9.707 15.231
Sb1 15.147 10.646 11.372
C7 10.624 17.337 9.213
H19 13.680 12.744 15.871
C8 13.603 10.811 9.772
H20 10.847 9.471 16.170
C9 19.035 14.630 6.855
Si2 15.370 8.619 14.491
H21 16.099 8.068 11.746
C10 8.849 13.220 14.527
H22 14.965 14.096 11.401
C11 16.461 11.619 6.723
C12 17.900 13.522 9.107
C13 10.578 9.759 14.058
C14 9.407 14.618 12.239
H23 17.651 17.677 8.290
H24 13.273 12.503 7.455
H25 17.815 8.291 14.870
H26 12.206 8.226 11.223
C15 9.025 11.600 10.090
Si3 12.587 9.461 9.070
C16 19.721 13.628 7.525
C17 17.283 11.189 15.498
H27 9.450 18.813 10.228
C18 14.664 12.375 16.175
H28 17.438 13.057 9.967
H29 13.703 7.509 12.955
H30 10.722 10.346 12.001
H31 13.480 16.275 10.301
N4 15.996 15.038 8.899
C19 14.518 11.249 8.721
H32 19.482 15.078 5.968
C20 16.719 11.002 7.932
O1 13.235 13.206 13.458
H33 17.701 10.605 8.168
C21 11.244 10.172 12.928
H34 14.961 12.704 5.666
H35 13.797 18.015 10.059
C22 17.798 15.065 7.296
C23 16.254 13.187 13.734
H36 15.474 13.893 13.435
H37 11.356 12.226 8.241
H38 14.824 17.033 11.130
H39 8.719 17.250 11.980
C24 10.365 13.694 12.717
C25 12.680 9.934 15.193
H40 16.540 18.861 8.993
H41 16.078 7.515 16.585
O2 12.948 15.071 12.481
H42 17.763 12.040 16.003
H43 10.660 13.416 8.833
H44 14.448 8.020 11.082
C26 13.319 10.262 13.986
C27 8.171 14.720 12.869
F1 8.617 12.573 15.693
C28 10.067 13.047 13.919
H45 13.258 9.864 16.103
C29 17.151 8.191 14.011
H46 14.807 6.342 13.668
N5 13.091 14.435 13.543
H47 19.581 12.216 9.139
C30 7.848 14.025 14.021
O3 14.625 13.587 10.651
C31 15.192 12.160 6.574
C32 15.406 8.546 11.053
H48 14.378 7.950 16.695
S1 7.495 11.281 9.671
Si4 15.439 16.661 8.816
C33 13.622 8.235 8.104
C34 11.644 8.417 10.297
H49 14.569 11.599 16.964
O4 11.416 13.189 8.264
H50 11.735 15.607 8.558
H51 15.606 9.174 16.968
H52 13.477 7.016 14.627
C35 15.344 8.306 16.359
H53 10.961 17.989 8.415
C36 14.662 17.021 7.183
C37 14.232 7.245 13.862
C38 14.799 10.300 13.870
H54 16.956 13.731 14.376
C39 17.216 14.572 8.466
H55 11.447 7.456 9.803
H56 17.515 8.838 13.208
H57 17.976 10.860 14.712
C40 14.262 17.026 10.190
H58 10.769 12.358 14.411
H59 6.877 14.116 14.482
H60 17.234 11.768 5.982
O5 13.078 14.987 14.602
N6 12.564 10.440 12.891
H61 15.800 8.486 10.032
C41 14.227 12.020 7.561
F2 7.217 15.511 12.340
C42 11.309 9.995 7.797
H62 14.061 7.471 8.756
C43 9.364 16.905 11.191

Output
HOMO level, eV: -2.26
E, eV: -119959.5045
Total charge: -2
2S+1: 1
Frontier orbital gap, eV: 6.3
Energy relative to the best compared isomer or geometry (same formula, charge and spin), eV: 0.000


Values for strongest force on any atom, eV Å⁻¹, ordered as above
2.733; 1.385; 1.999